[1]
This record from the Open Molecules 2025 dataset describes C42H41N6O2ReSb as an isolated structure. The level of theory is ωB97M-V with the def2-TZVPD basis set.

CARTESIAN COORDINATES (ANGSTROEM)
Re: -1.36682 0.12773 -0.49624
C: -2.85563 -2.35606 -2.58576
C: -3.51306 -2.14506 -1.26145
C: -4.53181 -3.00260 -0.85411
C: -5.18527 -2.79387 0.34040
C: -4.85882 -1.66990 1.09444
C: -3.85566 -0.83763 0.64634
N: -3.16443 -1.10310 -0.48204
Sb: -3.84419 1.14734 1.51025
C: -3.95045 1.83562 -0.51996
C: -4.99616 2.65845 -0.86473
C: -5.15098 3.03851 -2.19459
C: -4.25286 2.54757 -3.10826
C: -3.20237 1.70900 -2.71811
C: -2.32789 1.18384 -3.81423
N: -3.03663 1.36864 -1.41881
C: -1.82508 1.92171 1.59931
C: -1.48459 2.61385 2.74276
C: -0.44020 3.53309 2.67774
C: 0.17034 3.77108 1.46452
C: -0.20716 3.04390 0.34014
C: 0.41346 3.32008 -0.99379
N: -1.16713 2.11131 0.44291
H: -2.28780 -3.28640 -2.58864
H: -2.18152 -1.54343 -2.83887
H: -3.62781 -2.43026 -3.35487
H: -4.79509 -3.83291 -1.49601
H: -5.96558 -3.46917 0.66818
H: -5.39451 -1.43784 2.00596
H: -5.69111 2.99886 -0.10815
H: -5.95929 3.69088 -2.49944
H: -4.33887 2.79932 -4.15647
H: -2.45979 1.79734 -4.70278
H: -2.63386 0.16884 -4.07775
H: -1.27929 1.16568 -3.56191
H: -2.03420 2.46155 3.66173
H: -0.13587 4.07966 3.56130
H: 0.94914 4.51663 1.36655
H: 1.50403 3.32303 -0.93213
H: 0.10417 4.31623 -1.31939
H: 0.08744 2.61475 -1.75491
O: -0.08955 0.20574 -2.13726
C: 0.96536 0.23484 -1.38921
N: 2.24671 0.22510 -1.64497
C: 2.98841 0.40872 -0.37220
C: 1.79594 0.58412 0.63263
O: 1.86850 0.87879 1.78718
N: 0.63711 0.36517 -0.09975
C: 3.75928 -0.85385 0.01859
C: 4.39881 -0.89549 1.25490
C: 5.09406 -2.02966 1.64076
C: 5.16126 -3.13266 0.79857
C: 4.52336 -3.09577 -0.42938
C: 3.81970 -1.96210 -0.81794
C: 3.85477 1.66921 -0.44872
C: 4.11347 2.43150 0.68844
C: 4.92441 3.55614 0.60687
C: 5.49018 3.93205 -0.60265
C: 5.24497 3.17102 -1.73559
C: 4.43437 2.04748 -1.65800
H: 2.65520 0.12627 -2.55932
H: 4.35519 -0.04517 1.92399
H: 5.59067 -2.04991 2.60201
H: 5.71186 -4.01435 1.09970
H: 4.57109 -3.94801 -1.09493
H: 3.31668 -1.97001 -1.77643
H: 3.67755 2.15714 1.63917
H: 5.11948 4.13674 1.49953
H: 6.12600 4.80581 -0.66082
H: 5.69120 3.44343 -2.68313
H: 4.28723 1.46720 -2.56070
C: 0.80935 -1.56311 3.18956
N: -0.50704 -1.04615 2.83917
C: -1.14702 -0.56211 4.04457
C: -1.32084 -2.08612 2.24074
C: -0.73574 -2.62146 0.95696
C: -0.18084 -3.89816 1.04028
C: 0.43783 -4.50822 -0.03570
C: 0.49483 -3.82225 -1.23585
C: -0.05107 -2.55087 -1.33326
C: -0.67613 -1.90488 -0.25175
H: 1.38200 -0.78448 3.69065
H: 1.35842 -1.85975 2.29570
H: 0.74129 -2.43610 3.85918
H: -0.59864 0.29662 4.43319
H: -1.20030 -1.32054 4.84154
H: -2.17655 -0.25259 3.83054
H: -2.31466 -1.66826 2.09058
H: -1.45607 -2.94385 2.92293
H: -0.23133 -4.41752 1.99059
H: 0.86535 -5.49787 0.06311
H: 0.95355 -4.27269 -2.10794
H: -0.00645 -2.08542 -2.30530

Results
Orbital gap (spin up / spin down): 6.93 / 6.67 eV
Total charge: +2
Multiplicity: 2
Energy relative to the best compared isomer or geometry (same formula, charge and spin): 2.86 kcal/mol

[2]
This record from the Open Molecules 2025 dataset describes C42H41N6O3P2S5Sr as an isolated structure in a non-equilibrium geometry. The level of theory is ωB97M-V with the def2-TZVPD basis set.

CARTESIAN COORDINATES (ANGSTROEM)
Sr: 1.92491 2.64516 0.02277
C: 2.62875 2.05591 6.05099
S: 3.94756 1.45025 4.98354
C: 3.30678 1.65370 3.31547
S: 1.75905 2.36552 3.04139
N: 4.19967 1.19281 2.49432
N: 3.84117 1.05790 1.15162
C: 4.83342 1.06365 0.36023
C: 4.69591 0.82848 -1.10383
C: 5.54461 1.48835 -1.98365
C: 5.32529 1.37705 -3.34197
C: 4.28724 0.57399 -3.78599
C: 3.51807 -0.07894 -2.84338
N: 3.71172 0.02744 -1.52687
H: 3.10499 2.43033 6.95655
H: 1.93142 1.25546 6.29707
H: 2.09378 2.85164 5.53521
H: 5.82799 1.30447 0.73213
H: 6.32044 2.13537 -1.59226
H: 5.93580 1.93147 -4.04318
H: 4.05115 0.49603 -4.83972
H: 2.68988 -0.71214 -3.15143
C: -5.28506 -3.98179 2.00865
S: -3.95254 -4.87245 2.82990
C: -2.81205 -3.49958 3.13080
C: -2.18811 -2.91603 1.87001
C: -1.31637 -1.71125 2.20672
N: -0.95783 -0.92255 0.99884
P: -1.49083 0.76452 1.01840
C: -3.12200 0.57339 1.88702
C: -3.24999 1.13552 3.15504
C: -4.43827 1.01879 3.87302
C: -5.51485 0.34535 3.31833
C: -5.40245 -0.21258 2.04617
C: -4.21451 -0.10374 1.33810
C: -2.21781 0.98567 -0.67394
C: -2.02941 0.13177 -1.74850
C: -2.74774 0.30437 -2.92851
C: -3.64656 1.34895 -3.05357
C: -3.79796 2.25141 -2.00352
C: -3.08763 2.07098 -0.82878
P: 0.69572 -0.99591 0.34346
C: 0.53752 -2.31315 -0.94446
C: 1.71488 -2.68776 -1.60656
C: 1.68477 -3.62604 -2.62826
C: 0.47863 -4.20619 -3.00789
C: -0.69216 -3.84400 -2.35626
C: -0.66181 -2.89927 -1.33200
C: 1.59146 -1.97607 1.61557
C: 2.04201 -1.28377 2.73791
C: 2.69936 -1.94615 3.76583
C: 2.89927 -3.31755 3.68928
C: 2.43895 -4.02229 2.58270
C: 1.78897 -3.35592 1.54979
H: -6.11031 -4.68392 1.89041
H: -4.98134 -3.62293 1.02549
H: -5.61006 -3.13966 2.62160
H: -2.04630 -3.91836 3.78833
H: -3.35920 -2.72927 3.68373
H: -2.97540 -2.59223 1.18516
H: -1.59341 -3.68353 1.36649
H: -0.42928 -2.04945 2.72780
H: -1.86194 -1.07624 2.90291
H: -2.40665 1.67122 3.57997
H: -4.52027 1.45662 4.86032
H: -6.44415 0.26028 3.86884
H: -6.24778 -0.72719 1.60441
H: -4.13735 -0.53384 0.34489
H: -1.30843 -0.66581 -1.68659
H: -2.58852 -0.37810 -3.75624
H: -4.21603 1.47503 -3.96614
H: -4.47321 3.09431 -2.10230
H: -3.21733 2.77438 -0.01185
H: 2.65081 -2.22075 -1.31497
H: 2.60287 -3.89835 -3.13702
H: 0.45106 -4.92721 -3.81680
H: -1.63622 -4.29061 -2.64805
H: -1.58000 -2.60735 -0.83596
H: 1.85868 -0.21982 2.80512
H: 3.06381 -1.37975 4.61518
H: 3.40362 -3.83976 4.49433
H: 2.58271 -5.09599 2.52079
H: 1.43253 -3.92330 0.69934
O: 3.42708 4.38790 -3.26145
S: 2.92697 3.85706 -2.02036
O: 3.92854 3.71981 -0.93232
O: 2.28494 2.49718 -2.17652
S: 1.49708 5.04398 -1.17662
N: 0.43453 5.56164 -7.37568
C: 0.29514 5.00737 -6.37910
C: 0.06219 4.28969 -5.12804
C: 0.46021 2.96853 -4.99366
C: 0.10974 2.30826 -3.83442
N: -0.57753 2.86449 -2.82766
C: -0.86380 4.15242 -2.94892
C: -0.61643 4.89968 -4.09261
H: 1.04655 2.48281 -5.76180
H: 0.37277 1.26214 -3.70640
H: -1.41247 4.59868 -2.12739
H: -0.90358 5.93936 -4.14857

Results
Orbital gap: 7.25 eV
Total charge: -1
Energy relative to the best compared isomer or geometry (same formula, charge and spin): 33.65 kcal/mol

Number 1: DFT total energy -65908.7514 eV. Number 2: DFT total energy -132896.8114 eV.